1.
Density functional theory data (the ωB97M-V functional and the def2-TZVPD basis) for a 19-piece molecular cluster, C9H56N2O18 overall at a distorted geometry.

Structure (XYZ):
```
85
Properties=species:S:1:pos:R:3:forces:R:3
N -0.60746 3.83613 0.88716 0.45 0.47 1.07
H -0.14177 4.09605 0.02946 0.26 0.13 -0.87
H -0.46447 2.85326 1.07049 -0.22 -1.00 0.26
H -1.59133 4.06404 0.90013 -1.02 -0.26 -0.14
H -0.13893 4.35663 1.61494 0.18 0.12 0.47
C -1.09135 1.62043 -1.38818 0.64 -1.58 0.28
C -1.44485 0.31396 -0.55456 -1.03 -0.03 0.88
C -1.58164 -0.98045 -1.31827 0.46 -0.27 -2.71
C -0.31467 -1.51881 -1.97705 0.41 -0.19 2.36
C 0.65892 -1.79350 -0.79955 0.67 0.73 -0.70
C 0.88769 -0.57836 0.20995 0.57 -1.48 -0.46
N -0.47330 -0.02348 0.52676 1.01 4.78 3.96
O -0.46438 0.98202 1.67128 0.02 -3.83 -4.67
C 1.79509 0.48773 -0.42986 -0.38 0.14 -0.15
C 1.63749 -1.10461 1.44176 -0.50 -0.43 0.35
C -2.87375 0.42492 0.06176 0.68 1.44 0.28
H -0.09432 2.01381 -1.18998 -0.20 0.00 0.50
H -1.83839 2.40288 -1.25473 -0.03 -0.21 -0.25
H -0.95862 1.27514 -2.41348 -0.62 0.39 -0.27
H -2.18426 -0.79336 -2.20706 -0.98 0.12 0.47
H -2.06197 -1.71289 -0.66950 0.02 -0.11 -0.27
H 0.08315 -0.82121 -2.71407 0.07 0.09 0.03
H -0.47166 -2.47728 -2.47180 -0.32 0.17 -0.13
H 1.61149 -2.03783 -1.26966 0.51 0.12 0.43
H 0.38375 -2.71491 -0.28635 -0.26 0.25 0.30
H 1.71563 1.40405 0.15506 -0.26 0.33 -0.36
H 1.54164 0.56354 -1.48728 0.03 0.59 0.04
H 2.86073 0.26905 -0.36138 -0.14 -0.59 0.03
H 2.67863 -1.33258 1.21340 -0.14 0.06 -0.35
H 1.23046 -2.06133 1.76902 -0.19 0.19 0.29
H 1.69155 -0.41654 2.28540 -0.28 0.00 -0.10
H -3.07637 -0.38443 0.76319 -0.09 0.01 -0.17
H -3.61969 0.48779 -0.73051 0.12 -0.48 -0.13
H -2.97120 1.38138 0.57537 0.12 -0.10 0.41
O -4.68938 -3.54302 0.48004 0.40 -0.06 -0.15
H -5.36043 -3.07549 -0.01730 -0.26 0.04 -0.18
H -4.44838 -2.94022 1.18344 -0.05 0.08 0.40
O -0.46738 0.16780 4.46547 -0.27 0.11 0.37
H -0.44071 0.27882 3.51511 0.09 0.00 -0.58
H 0.32804 0.59769 4.77971 0.25 -0.04 0.28
O 2.00686 1.89505 -3.68037 -0.06 0.32 0.21
H 2.09314 2.46492 -2.91614 -0.02 0.06 0.03
H 2.78713 1.34114 -3.65600 0.48 -0.17 -0.10
O -0.63601 -2.86922 4.32263 0.21 -0.20 0.44
H -0.48757 -1.98355 4.65399 0.09 0.25 0.23
H -0.95212 -2.74101 3.42828 -0.14 -0.26 0.00
O 2.75895 -4.19778 1.03957 -0.08 0.35 -0.25
H 3.20867 -4.60996 0.30194 0.22 -0.17 -0.12
H 2.03647 -4.79197 1.24253 -0.23 -0.23 0.25
O 1.37090 -2.87204 -4.31461 -0.01 -0.62 0.11
H 1.37139 -2.51404 -3.42688 0.09 0.08 0.02
H 1.64496 -2.14096 -4.86835 0.00 0.42 -0.20
O 2.25843 2.26066 2.69758 0.10 0.32 -0.30
H 2.25574 2.19662 3.65262 0.16 0.05 0.33
H 1.50231 1.74337 2.42023 -0.42 -0.41 -0.10
O 0.92864 4.54153 -1.10569 0.20 0.03 -0.36
H 0.98407 5.43304 -1.44973 -0.04 0.44 -0.13
H 1.65589 4.07827 -1.52130 0.23 -0.09 0.05
O -3.39600 3.94144 0.69670 0.33 0.24 -0.27
H -4.02826 3.22722 0.77654 -0.16 -0.32 0.15
H -3.75536 4.64203 1.24099 -0.28 0.29 0.20
O 5.29347 -1.78910 0.29618 0.08 0.11 -0.23
H 5.45827 -2.46922 -0.35690 0.24 -0.27 -0.11
H 4.46068 -1.39865 0.03116 -0.24 0.05 -0.05
O 5.04111 -1.04155 2.86290 0.31 0.84 0.41
H 5.40423 -1.38940 2.04842 0.28 -0.38 -0.41
H 4.74342 -0.16057 2.63598 0.00 0.34 0.11
O -3.78867 -1.62503 -4.56272 -0.12 0.23 0.25
H -2.94603 -1.22336 -4.77452 0.16 0.08 -0.20
H -3.58726 -2.55202 -4.43483 -0.01 -0.33 -0.03
O 3.33887 -2.82388 3.58338 -0.87 -0.56 0.53
H 3.14374 -3.08216 2.68258 0.07 -0.32 -0.16
H 3.96251 -2.10292 3.49658 0.35 0.23 -0.02
O 1.05316 -0.11282 -5.11729 -0.04 -0.50 -0.14
H 1.18578 0.68553 -4.60614 -0.05 0.44 0.07
H 0.11027 -0.13976 -5.27998 -0.20 -0.12 -0.26
O -3.71730 3.90423 -3.49803 0.11 -0.13 -0.16
H -4.15348 3.46949 -2.76525 -0.25 -0.09 0.14
H -3.01401 4.41109 -3.09218 0.14 0.23 0.03
O -1.55440 -2.65307 1.85599 -0.27 0.11 -0.49
H -1.96889 -3.06398 1.09731 -0.24 -0.46 -0.17
H -1.28365 -1.78985 1.54334 0.17 0.38 -0.05
O -2.99065 1.67097 3.54656 -0.37 0.49 -0.37
H -2.70295 0.95813 2.97621 0.13 -0.23 -0.03
H -2.33007 1.70629 4.23839 0.22 -0.23 0.33
```
Positions in Å, forces in eV/Å.

HOMO (spin up / spin down)	-11.7 / -11.7	eV
F_max	6.3	eV Å⁻¹
total charge	+1
multiplicity	2
⟨S²⟩	0.756
calculated total energy	-50068.334	eV
gap between HOMO and LUMO (spin up / spin down)	8.16 / 6.05	eV

---

2.
Density functional theory data (the ωB97M-V functional and the def2-TZVPD basis) for C9H5CaNO4S as an isolated structure at a distorted geometry.

Structure (XYZ):
```
21
Properties=species:S:1:pos:R:3:forces:R:3
Ca 0.15206 -0.02601 0.28695 1.64 0.44 2.97
O -1.76145 -2.55253 0.74260 -0.46 -0.56 0.05
C -1.12324 -1.67123 0.53396 -2.98 -3.98 0.78
C -0.69310 1.89331 0.48229 -1.60 3.24 0.27
O -1.05385 2.91617 0.70350 -0.45 1.25 0.21
C 1.82276 -0.25517 -0.94393 2.99 -0.50 -2.36
O 2.77568 -0.36686 -1.49481 1.25 -0.12 -0.77
C -0.92972 0.12014 -1.79597 -1.28 0.10 -2.40
O -1.45563 0.16751 -2.78324 0.38 0.00 0.68
S 1.97045 1.34109 1.52066 0.12 -1.94 2.40
C 1.89468 0.01593 2.91839 5.04 1.82 -3.86
N 3.18015 -0.68452 3.05751 -9.90 -0.23 5.75
C 3.18562 -1.54869 4.15781 4.60 1.18 -4.24
C 2.15793 -1.67035 4.95210 -2.14 -1.81 3.67
C 0.97606 -0.95536 4.77557 -0.99 -2.64 3.97
C 0.84899 -0.11677 3.78588 -1.25 2.96 -3.65
H 3.85119 -0.51722 2.44487 3.98 0.84 -3.26
H 4.15600 -2.05398 4.20674 -0.57 -0.14 0.58
H 2.24478 -2.38129 5.81861 -0.11 0.85 -1.03
H 0.12253 -1.08219 5.47800 0.88 -0.06 -0.40
H -0.04175 0.51964 3.55210 0.83 -0.68 0.64
```
Positions in Å, forces in eV/Å.

HOMO	-16.1	eV
F_max	11.5	eV Å⁻¹
energy above the lowest of the compared OMol25 structures with the same formula, charge and spin	393.5	kJ/mol
total charge	+2
multiplicity	1
calculated total energy	-48348.299	eV
gap between HOMO and LUMO	7.50	eV

---

3.
Density functional theory data (the ωB97M-V functional and the def2-TZVPD basis) for C9H5Cl9CrO4 as an isolated structure at a distorted geometry.

Structure (XYZ):
```
28
Properties=species:S:1:pos:R:3:forces:R:3
Cr 6.50778 -40.01460 13.83586 3.16 0.38 -0.61
C 10.63770 -40.41565 13.47975 -3.32 -0.63 -0.47
C 9.30728 -40.10758 13.68559 1.89 1.65 1.17
C 8.95131 -38.80256 14.43876 2.73 -0.08 0.18
O 7.69592 -38.55033 14.56300 -2.41 -0.78 -0.58
C 9.96406 -38.00365 14.96076 -3.10 -1.08 -0.83
C 11.30317 -38.36066 14.77399 1.95 1.63 0.83
C 11.66303 -39.55640 13.91718 1.98 -0.71 -0.66
O 12.82396 -39.79402 13.58560 -0.43 0.66 0.56
O 12.18019 -37.64961 15.27432 -0.05 -0.89 -0.49
O 8.28805 -40.81446 13.32997 -2.22 -0.23 -0.21
H 10.82227 -41.29422 12.87786 0.46 -0.03 0.09
H 9.73354 -37.08757 15.48277 -0.02 0.00 0.09
C 2.88076 -37.94236 12.73706 -0.69 -0.48 -0.51
Cl 4.46505 -38.57395 13.28681 0.06 0.64 0.00
Cl 1.75044 -37.86922 14.06265 0.06 0.03 0.07
Cl 2.26384 -38.94819 11.41670 0.09 0.13 0.25
H 3.02392 -36.95145 12.32595 0.34 0.03 0.20
C 5.10363 -42.60227 10.56654 0.29 -0.21 -0.15
Cl 5.38236 -42.08376 12.25004 -0.05 0.03 0.74
Cl 6.60197 -43.12699 9.83862 0.14 0.14 -0.11
Cl 4.30563 -41.34523 9.64948 -0.01 -0.17 0.00
H 4.49903 -43.49472 10.67605 -0.34 0.26 -0.14
C 6.19904 -40.22857 17.89727 0.73 -0.18 0.96
Cl 6.70248 -38.61477 18.35278 0.08 -0.17 -0.03
Cl 7.42373 -41.47125 18.25166 -0.32 0.48 -0.12
Cl 5.75766 -40.28109 16.19801 -1.00 -0.40 -0.18
H 5.30380 -40.48267 18.44993 -0.02 -0.01 -0.05
```
Positions in Å, forces in eV/Å.

HOMO (spin up / spin down)	-7.3 / -7.3	eV
F_max	3.4	eV Å⁻¹
energy above the lowest of the compared OMol25 structures with the same formula, charge and spin	68.1	kJ/mol
total charge	0
multiplicity	5
⟨S²⟩	6.025
calculated total energy	-158724.584	eV
gap between HOMO and LUMO (spin up / spin down)	5.65 / 5.95	eV